(1)
The following is a DFT calculation (ωB97M-V with the def2-TZVPD basis set) of a cluster of 9 separate species, C55H100FN12O3S in total.

Summary:
LUMO, eV: -2.60
Total charge: +1
Frontier orbital gap, eV: 9.481

Geometry (Å):
C -3.0748 0.5171 7.3275
C -2.7878 -0.9437 7.7276
C -1.6853 -1.6014 6.8594
C -2.2696 -2.6582 5.9090
C -1.1646 -3.4057 5.1336
C -0.9551 -2.8220 3.7326
C -0.1952 -3.7819 2.8008
C 1.3251 -3.5462 2.8476
C 1.7771 -2.6708 1.6871
N 1.4774 -3.2874 0.3895
C 1.8805 -4.6708 0.1290
C 3.2079 -4.7307 -0.6123
O 3.3521 -5.3357 -1.6373
C 0.8394 -2.6405 -0.5322
N 0.3949 -3.2212 -1.7236
C 1.3566 -2.8888 -2.8053
C 0.9458 -3.4797 -4.1392
F 0.1782 -2.5945 -4.8739
C -0.9564 -2.6012 -1.7681
C -1.9090 -3.0217 -2.8852
C -3.1554 -3.7068 -2.3218
C -2.7808 -4.9216 -1.4654
C -4.0175 -4.1994 -3.4909
C -0.6784 -1.1199 -1.4510
N -0.2834 -0.2944 -2.5633
C -1.8067 -0.3986 -0.6333
O -2.9483 -1.2423 -0.4228
C -3.9434 -0.4779 0.1673
C -4.1066 -0.6642 1.6474
O -4.5803 0.2968 -0.4819
N 0.4303 -1.3272 -0.4573
S 1.6309 -0.1157 -0.3412
H -3.8968 0.5489 6.6157
H -3.3347 1.1143 8.1961
H -2.2026 0.9641 6.8573
H -3.6976 -1.5269 7.6425
H -2.4378 -0.9717 8.7550
H -1.1965 -0.8507 6.2401
H -0.9269 -2.0583 7.4916
H -2.9193 -3.3454 6.4444
H -2.8936 -2.1076 5.2040
H -0.2383 -3.3077 5.6996
H -1.4017 -4.4665 5.0759
H -1.9123 -2.5440 3.3020
H -0.3750 -1.9019 3.8456
H -0.4258 -4.7918 3.1269
H -0.5905 -3.6862 1.7896
H 1.5382 -2.9745 3.7478
H 1.8845 -4.4751 2.9113
H 2.8279 -2.3967 1.7526
H 1.2152 -1.7501 1.7670
H 2.0338 -5.1884 1.0714
H 1.1190 -5.2041 -0.4277
H 4.0677 -4.1946 -0.1687
H 2.2957 -3.3710 -2.5519
H 1.5803 -1.8265 -2.9003
H 1.8534 -3.7453 -4.6824
H 0.3958 -4.4006 -3.9557
H -1.4203 -2.9322 -0.8380
H -1.4657 -3.7110 -3.5940
H -2.2482 -2.1248 -3.4024
H -3.7580 -3.0086 -1.7498
H -1.9979 -5.4758 -1.9862
H -2.3609 -4.6296 -0.5086
H -3.6554 -5.5441 -1.3118
H -3.5477 -5.0770 -3.9366
H -4.1084 -3.4538 -4.2778
H -4.9922 -4.5041 -3.1207
H -0.0920 0.6615 -2.2786
H -1.0294 -0.2821 -3.2481
H -1.4085 -0.0905 0.3378
H -2.1101 0.5000 -1.1641
H -3.4852 -1.4808 1.9983
H -5.1486 -0.8393 1.8868
H -3.7923 0.2459 2.1530
H 1.4981 0.2589 0.9495
C -6.8743 -5.9389 1.1990
C -5.8929 -7.1038 1.2608
C -4.7924 -6.9028 2.3099
C -3.9971 -5.7084 2.0149
N -3.3694 -4.7825 1.7586
H -6.3760 -5.0128 0.9064
H -7.6550 -6.1365 0.4655
H -7.3544 -5.7770 2.1657
H -5.4360 -7.2475 0.2798
H -6.4317 -8.0216 1.4986
H -4.1216 -7.7619 2.3314
H -5.2251 -6.7898 3.3048
C 7.2000 -2.7919 -3.8644
C 5.8450 -3.1045 -4.4888
C 5.0090 -1.8463 -4.7574
C 4.7345 -1.1347 -3.5049
N 4.5158 -0.6099 -2.5079
H 7.0894 -2.3163 -2.8886
H 7.7732 -3.7070 -3.7205
H 7.7830 -2.1266 -4.5032
H 5.2880 -3.7785 -3.8331
H 5.9934 -3.6285 -5.4341
H 4.0562 -2.1077 -5.2199
H 5.5353 -1.1735 -5.4362
C 6.9909 2.7625 -4.3685
C 6.0144 3.3605 -5.3755
C 5.7561 2.4345 -6.5679
C 6.9957 2.1550 -7.2978
N 7.9725 1.9242 -7.8534
H 7.9754 2.6048 -4.8110
H 7.1202 3.4342 -3.5188
H 6.6290 1.8037 -3.9870
H 6.4007 4.3148 -5.7249
H 5.0614 3.5634 -4.8810
H 5.0432 2.8899 -7.2553
H 5.3367 1.4836 -6.2316
C -1.9533 4.8934 1.7407
C -3.0483 4.5276 0.7467
C -2.7736 3.2117 0.0088
C -1.5300 3.2848 -0.7685
N -0.5727 3.3622 -1.3990
H -0.9960 5.0522 1.2410
H -2.2102 5.8167 2.2591
H -1.8214 4.1085 2.4905
H -3.1635 5.3346 0.0237
H -3.9989 4.4385 1.2725
H -3.5892 2.9806 -0.6771
H -2.6892 2.3849 0.7175
C -3.3504 8.7144 4.4933
C -4.8551 8.9361 4.4368
C -5.6149 7.7464 3.8425
C -5.1934 7.4800 2.4642
N -4.8544 7.2931 1.3837
H -2.9207 8.5929 3.4965
H -2.8604 9.5708 4.9576
H -3.1151 7.8289 5.0803
H -5.0685 9.8327 3.8518
H -5.2291 9.1137 5.4456
H -6.6871 7.9417 3.8383
H -5.4400 6.8479 4.4366
C -0.8733 9.4147 9.0562
C -0.6229 7.9195 8.8979
C -1.2467 7.3434 7.6213
C -2.7004 7.5203 7.6168
N -3.8383 7.6634 7.6245
H -1.9385 9.6329 9.1420
H -0.3885 9.7894 9.9569
H -0.4783 9.9718 8.2046
H -1.0198 7.3899 9.7656
H 0.4516 7.7310 8.8727
H -1.0329 6.2777 7.5360
H -0.8391 7.8397 6.7384
C 8.1881 7.8811 -2.7512
C 6.7085 8.2467 -2.7241
C 5.8071 7.1191 -3.2400
C 6.1237 6.7854 -4.6307
N 6.3803 6.5403 -5.7219
H 8.5324 7.6904 -3.7684
H 8.7899 8.6953 -2.3489
H 8.3841 6.9896 -2.1520
H 6.5441 9.1438 -3.3231
H 6.4111 8.4863 -1.7019
H 4.7582 7.4118 -3.1906
H 5.9337 6.2206 -2.6334
C 1.9339 -7.5473 -7.9142
C 0.9267 -6.4768 -8.3180
C 0.5753 -5.5246 -7.1688
C -0.0250 -6.2503 -6.0451
N -0.5006 -6.8285 -5.1750
H 1.5371 -8.1919 -7.1289
H 2.1786 -8.1810 -8.7656
H 2.8610 -7.0987 -7.5515
H 0.0158 -6.9530 -8.6836
H 1.3317 -5.8878 -9.1421
H -0.1332 -4.7653 -7.5006
H 1.4707 -5.0137 -6.8108



(2)
The following is a DFT calculation (ωB97M-V with the def2-TZVPD basis set) of a structure of composition C8H22ClFN2O2Pd.

Summary:
LUMO (alpha / beta), eV: 0.08 / -0.88
⟨S²⟩: 2.005
Spin multiplicity: 3
Total charge: 0
Frontier orbital gap (alpha / beta), eV: 8.548 / 7.525

Geometry (Å):
Pd -1.0030 -0.1099 0.5718
Cl -1.0334 -0.9402 3.0502
F -2.1065 -1.4454 -0.7240
C -1.8487 2.3649 -1.5154
C -1.3683 2.7103 -0.1078
C -2.4294 2.6349 1.0375
O -2.7347 1.1735 1.0555
C -3.9752 0.7897 1.7451
N -0.1811 1.9069 0.2519
H -2.2622 1.3579 -1.4596
H -0.9737 2.3102 -2.1631
H -2.6414 3.0179 -1.8803
H -1.0225 3.7408 -0.1901
H -3.2752 3.2171 0.6718
H -1.9667 2.8775 1.9941
H -3.9388 0.8564 2.8325
H -4.2797 -0.2238 1.4837
H -4.7385 1.4500 1.3335
H 0.4046 2.2809 -0.4810
H 0.2990 2.3672 1.0121
C 0.6049 -3.0569 0.2801
C 1.5594 -1.8773 0.3351
C 2.7985 -2.1606 -0.6033
O 3.7402 -1.1017 -0.6175
C 4.8848 -1.2722 -1.3954
N 0.9041 -0.6977 -0.2689
H 0.2230 -3.2020 -0.7304
H -0.2648 -2.8770 0.9121
H 0.9408 -4.0318 0.6336
H 1.8496 -1.6935 1.3696
H 2.4512 -2.2938 -1.6279
H 3.3074 -3.0763 -0.3021
H 5.3414 -2.2555 -1.2816
H 5.5815 -0.4447 -1.2619
H 4.6140 -1.3081 -2.4506
H 1.6354 -0.0011 -0.2726
H 0.9041 -0.9867 -1.2367



(3)
The following is a DFT calculation (ωB97M-V with the def2-TZVPD basis set) of a cluster of 11 separate species, C41H78O21S6 in total.

Summary:
LUMO, eV: -0.38
Total charge: 0
Structure (SMILES): C[C@H]1COC(=O)O1.C[C@H]1COC(=O)O1.O=S1(=O)CCCC1.O=S1(=O)CCCC1.O=S1(=O)CCCC1.O=S1(=O)CCCC1.O=S1(=O)CCCC1.O=S1(=O)CCCC1.CC(C)=O.CC(C)=O.CC(C)=O
Frontier orbital gap, eV: 9.092

Geometry (Å):
C -0.7845 1.6536 0.9095
C -0.9463 0.5813 -0.2513
C 0.2191 -0.2620 -0.4865
O -0.4064 -1.4090 -0.8528
C -1.5975 -1.5704 -0.4163
O -2.1646 -2.6276 -0.2611
O -1.9177 -0.3564 0.1846
H -0.9181 1.3570 1.9499
H -1.5193 2.4402 0.7377
H 0.2256 2.0622 0.8812
H -1.2786 1.0696 -1.1674
H 0.7423 -0.5153 0.4355
H 0.9900 0.1175 -1.1571
C 2.0996 0.0601 -4.4479
C 1.4858 -1.0771 -5.3130
C 0.2274 -1.7322 -4.7697
O -0.6579 -1.6358 -5.9271
C -0.0475 -0.8524 -6.9245
O -0.5683 -0.5172 -7.9707
O 1.1465 -0.4462 -6.5058
H 2.2594 -0.3599 -3.4549
H 1.3940 0.8704 -4.2646
H 2.9957 0.5994 -4.7551
H 2.0777 -1.9710 -5.5099
H -0.1987 -1.3812 -3.8298
H 0.5251 -2.7259 -4.4351
C -4.5309 5.0892 -2.5652
C -3.6724 3.9392 -2.1221
O -3.0013 4.0014 -1.0974
C -3.5973 2.7356 -2.9648
H -5.5936 4.8479 -2.5412
H -4.2847 5.3677 -3.5898
H -4.4459 5.9327 -1.8801
H -2.7843 2.8263 -3.6852
H -4.4889 2.7645 -3.5911
H -3.6543 1.8556 -2.3242
C 2.9894 4.2485 -3.1571
C 1.7597 3.7235 -2.5595
O 1.7472 2.6595 -1.7902
C 0.4995 4.5776 -2.5470
H 3.8937 3.7011 -2.8912
H 3.2353 5.3011 -3.0170
H 2.8748 4.1387 -4.2354
H 0.3710 5.0714 -3.5102
H 0.4532 5.4783 -1.9350
H -0.4013 3.9687 -2.4702
C -2.3779 -4.8262 2.4435
C -3.6601 -5.5948 2.4917
O -4.6954 -5.1500 2.9546
C -3.6960 -6.9693 1.8778
H -2.3679 -4.2033 3.3378
H -2.5380 -4.1475 1.6057
H -1.4983 -5.4569 2.3140
H -2.9956 -7.1879 1.0717
H -4.7014 -7.0282 1.4609
H -3.6533 -7.8226 2.5547
C -2.3798 5.2863 2.7471
C -1.5410 5.7383 1.5962
C -0.0676 5.2197 1.7471
S 0.0923 4.9540 3.6650
O 0.9030 5.9794 4.3455
O 0.4358 3.5554 3.8687
C -1.6033 5.1797 4.0563
H -2.8083 4.3609 2.3624
H -3.3032 5.8424 2.9087
H -1.4714 6.8260 1.5996
H -2.1152 5.4421 0.7183
H 0.5787 6.0509 1.4651
H 0.1946 4.2566 1.3090
H -1.5469 6.1381 4.5724
H -1.8675 4.5144 4.8783
C 5.1735 -1.3423 -1.5621
C 5.8182 -2.7908 -1.6013
C 4.8860 -3.6967 -2.3451
S 3.2440 -3.1395 -1.7860
O 2.7945 -3.9779 -0.6733
O 2.3676 -2.9089 -2.9931
C 3.8243 -1.5227 -1.0930
H 5.1005 -0.9163 -2.5627
H 5.6629 -0.6192 -0.9096
H 6.0048 -3.1504 -0.5894
H 6.7736 -2.7138 -2.1204
H 4.9525 -4.7827 -2.2793
H 4.9689 -3.3907 -3.3880
H 3.8486 -1.6975 -0.0174
H 3.1466 -0.7025 -1.3297
C 2.8604 -2.1703 3.6107
C 2.4112 -0.7943 4.2404
C 1.1081 -0.4796 3.5385
S 0.2578 -2.0719 3.5440
O -0.5440 -2.1053 2.3752
O -0.3296 -2.2191 4.8367
C 1.6903 -3.1676 3.3403
H 3.5758 -2.7562 4.1878
H 3.2941 -1.9178 2.6430
H 3.1244 0.0159 4.0887
H 2.2534 -1.0966 5.2757
H 1.1564 -0.0868 2.5229
H 0.4622 0.1990 4.0957
H 1.6816 -3.4876 2.2983
H 1.6750 -3.9686 4.0793
C -4.6321 -1.2192 3.1469
C -4.7088 -1.6782 1.7004
C -5.1697 -0.5413 0.7486
S -5.0765 1.0427 1.6868
O -6.3220 1.3349 2.2555
O -4.3266 2.0887 0.9908
C -4.0962 0.2452 3.0471
H -4.0046 -1.8806 3.7442
H -5.6351 -1.3152 3.5629
H -5.4564 -2.4710 1.6737
H -3.7189 -2.0258 1.4045
H -6.1152 -0.5684 0.2071
H -4.4560 -0.5490 -0.0752
H -4.1460 0.7821 3.9944
H -3.0832 0.1264 2.6626
C 3.4972 3.4172 2.4340
C 4.8469 3.1218 1.7069
C 5.6820 4.3478 2.1123
S 5.4400 4.5742 3.8876
O 5.3991 6.0517 4.1063
O 6.4446 3.7043 4.5100
C 3.7549 3.8134 3.9167
H 2.7158 2.6608 2.3610
H 3.1048 4.3451 2.0179
H 4.6486 2.9935 0.6429
H 5.2875 2.1692 2.0012
H 5.2707 5.2654 1.6917
H 6.7289 4.3012 1.8123
H 3.1003 4.4985 4.4555
H 3.7740 2.9127 4.5304
C -1.0493 -5.7200 -1.7472
C -0.4795 -4.9057 -2.9133
C -1.0749 -5.4713 -4.2084
S -2.8514 -5.7164 -3.7757
O -3.3205 -6.9409 -4.2765
O -3.4690 -4.4429 -4.0891
C -2.5667 -5.7712 -2.0349
H -0.8631 -5.3199 -0.7505
H -0.6906 -6.7329 -1.9300
H 0.6009 -5.0486 -2.9379
H -0.5806 -3.8237 -2.8287
H -0.5118 -6.3526 -4.5154
H -1.0420 -4.7651 -5.0380
H -2.9899 -6.6673 -1.5809
H -3.1715 -4.9682 -1.6136



(4)
The following is a DFT calculation (ωB97M-V with the def2-TZVPD basis set) of a cluster of 2 separate species, ClNO3S in total.

Summary:
LUMO, eV: -1.73
Total charge: 0
Frontier orbital gap, eV: 9.517

Geometry (Å):
N 1.9368 -0.3721 -1.0880
O 1.9129 0.1936 -0.0407
O -1.2727 -0.8116 1.3567
O -1.9722 1.2695 0.4678
S -0.8820 0.4815 0.9580
Cl 0.2772 -0.7608 -1.6538